Record 1
{"formula": "C28H52AlN2O2Si2", "method": "ωB97M-V/def2-TZVPD", "elements": ["O", "O", "C", "C", "H", "H", "H", "H", "H", "C", "C", "H", "H", "H", "H", "H", "C", "C", "C", "H", "H", "H", "H", "H", "C", "H", "H", "H", "H", "H", "H", "Al", "C", "Si", "H", "H", "C", "C", "C", "C", "Si", "H", "H", "C", "C", "C", "H", "H", "H", "H", "H", "H", "H", "H", "H", "H", "H", "H", "H", "H", "H", "H", "H", "H", "C", "C", "C", "C", "C", "C", "N", "N", "C", "C", "C", "C", "C", "C", "H", "H", "H", "H", "H", "H", "H", "H", "H"], "positions_angstrom": [[-0.5121, -1.0078, -2.2111], [0.5594, 0.5975, -3.4312], [0.1632, -2.2281, -2.6027], [-0.5074, -3.5269, -2.1134], [1.1893, -2.2244, -2.2461], [0.2997, -2.2670, -3.6825], [-0.5847, -3.5459, -1.0278], [0.0795, -4.3957, -2.4111], [-1.5071, -3.6540, -2.5271], [-1.7739, -0.8694, -2.9183], [-1.8353, -1.1034, -4.4494], [-2.1357, 0.1344, -2.7132], [-2.4994, -1.5544, -2.4915], [-1.0686, -0.5401, -4.9779], [-2.7992, -0.7852, -4.8453], [-1.7135, -2.1543, -4.7083], [0.0864, 1.9377, -3.2826], [1.8261, 0.3119, -4.0187], [-0.8168, 2.3560, -4.4456], [0.9156, 2.6361, -3.1620], [-0.5083, 1.9989, -2.3738], [-0.3070, 2.3050, -5.4041], [-1.1596, 3.3809, -4.3106], [-1.6996, 1.7232, -4.5058], [1.8362, 0.5757, -5.5246], [2.0696, -0.7343, -3.8471], [2.6069, 0.8967, -3.5397], [0.9980, 0.0841, -6.0164], [2.7550, 0.2014, -5.9738], [1.7847, 1.6420, -5.7364], [0.2633, -0.0533, -2.6832], [-0.0795, -0.0491, 1.5316], [1.4995, -0.0460, 0.2298], [3.3464, 0.4285, 0.4089], [1.2437, -1.0718, 0.4676], [0.8015, 0.7262, -0.0724], [4.3389, -0.7486, -0.6641], [4.1668, 0.2457, 2.0820], [3.6698, 2.1953, -0.1194], [-1.8451, -1.0907, 0.9924], [-3.4269, -0.0433, 0.8858], [-1.7617, -1.2771, 2.0534], [-2.0538, -2.0835, 0.5990], [-4.6656, -0.8331, -0.2756], [-3.0405, 1.6762, 0.2814], [-4.2591, 0.0330, 2.5559], [3.1056, 2.4648, -1.0084], [4.7256, 2.3535, -0.3323], [3.3879, 2.8897, 0.6697], [4.0205, -1.7783, -0.5120], [5.3994, -0.6922, -0.4232], [4.2461, -0.5259, -1.7228], [3.8658, -0.6514, 2.6128], [3.9693, 1.1108, 2.7093], [5.2485, 0.1984, 1.9666], [-3.4079, 1.8384, -0.7309], [-1.9681, 1.8526, 0.2697], [-3.4945, 2.4320, 0.9205], [-5.1788, 0.6145, 2.5039], [-3.6221, 0.5015, 3.2984], [-4.5192, -0.9624, 2.9127], [-5.6617, -0.4243, -0.1098], [-4.7228, -1.9096, -0.1194], [-4.4210, -0.6542, -1.3210], [-0.7085, 4.3326, 5.1705], [-0.8930, 4.1500, 3.7962], [-0.6181, 2.9120, 3.1971], [-0.1521, 1.8407, 3.9758], [0.0321, 2.0511, 5.3674], [-0.2438, 3.2809, 5.9542], [0.1146, 0.5475, 3.4173], [0.4643, -0.3558, 4.2135], [0.6875, -1.6571, 3.7475], [1.0696, -2.7166, 4.5798], [1.2588, -3.9917, 4.0242], [1.0649, -4.1893, 2.6526], [0.6804, -3.1162, 1.8426], [0.4937, -1.8479, 2.4126], [-0.9255, 5.2861, 5.6314], [-1.2591, 4.9702, 3.1948], [-0.7764, 2.7988, 2.1361], [0.3855, 1.2567, 6.0155], [-0.0979, 3.4134, 7.0195], [1.2161, -2.5611, 5.6401], [1.5529, -4.8230, 4.6513], [1.2100, -5.1707, 2.2142], [0.5360, -3.2685, 0.7895]], "atomic_forces_ev_per_a": [[-0.3, -1.3, -0.5], [0.7, 1.0, -0.8], [0.3, -1.5, 0.2], [-0.1, 0.7, 0.0], [0.0, 0.5, 0.7], [-0.4, 0.2, -0.2], [0.0, 0.1, 0.0], [0.1, 0.1, -0.1], [0.0, 0.0, 0.0], [-1.1, -0.1, -0.6], [0.8, -0.1, 0.4], [0.2, 0.1, 0.3], [0.1, -0.1, 0.5], [0.0, 0.0, -0.1], [-0.1, 0.1, 0.3], [0.0, 0.0, 0.0], [-0.8, 1.6, -0.5], [1.5, 0.1, -1.4], [0.2, -0.2, 0.0], [0.2, -0.3, -0.1], [0.2, -0.4, 0.2], [0.1, 0.0, 0.0], [0.1, 0.0, 0.2], [0.0, 0.0, 0.1], [-0.2, 0.2, 0.3], [-0.4, 0.0, 0.3], [-0.1, 0.2, 0.3], [0.0, -0.1, 0.0], [0.0, -0.1, 0.2], [0.0, 0.0, 0.0], [-0.8, -0.9, 0.8], [0.6, -3.8, 0.1], [1.3, 1.7, 1.4], [-0.6, -0.5, 0.0], [-0.2, -0.2, -1.2], [-0.2, -0.1, -1.7], [-0.1, 0.1, -0.1], [-0.2, 0.1, 0.1], [-0.3, 0.0, 0.0], [-0.6, 2.7, 0.5], [0.2, -1.1, 0.0], [-0.5, -0.5, 0.9], [0.9, 0.0, -0.5], [0.0, 0.1, -0.1], [-0.1, 0.4, 0.0], [0.0, 0.1, -0.1], [-0.1, 0.1, -0.2], [0.1, 0.0, 0.0], [0.0, 0.1, 0.1], [0.0, -0.1, 0.0], [0.1, 0.0, 0.1], [-0.1, 0.0, -0.3], [-0.1, -0.2, 0.1], [-0.2, 0.1, 0.2], [0.1, 0.0, -0.1], [0.0, 0.0, -0.1], [0.3, 0.1, 0.0], [0.0, 0.1, 0.0], [-0.1, 0.1, 0.0], [0.2, 0.1, 0.3], [0.0, -0.1, 0.0], [-0.1, 0.0, 0.0], [0.0, -0.1, 0.0], [0.0, 0.0, -0.2], [0.0, -0.2, -0.5], [0.2, -0.5, 0.4], [0.2, -0.3, 0.6], [0.1, 0.7, 1.5], [-0.1, 0.1, -0.2], [0.0, -0.2, -0.6], [-0.6, -0.1, -0.5], [0.3, 0.1, 1.3], [0.0, -0.1, 0.0], [0.2, -0.6, 0.4], [-0.2, 1.0, 0.3], [-0.2, 0.5, -0.3], [0.3, 0.1, 1.3], [-0.2, 0.3, -2.1], [0.0, 0.1, -0.1], [0.0, 0.0, -0.1], [0.0, -0.1, -0.3], [0.0, 0.0, -0.3], [0.0, 0.0, -0.1], [0.0, 0.0, 0.1], [0.0, 0.1, 0.0], [0.0, 0.0, 0.1], [-0.1, -0.1, -0.4]], "mulliken_charge": [0.094, 0.551, -0.457, -1.377, 0.412, 0.382, 0.130, 0.477, 0.339, -0.021, -1.607, 0.186, 0.594, 0.149, 0.465, 0.343, -0.009, -0.009, -1.258, 0.437, -0.064, 0.290, 0.469, 0.246, -1.422, 0.353, 0.171, 0.296, 0.423, 0.351, 0.259, -1.609, 1.227, 0.359, -0.854, -0.016, -1.137, -1.189, -1.016, -0.491, 0.521, 0.612, 0.468, -1.105, -0.790, -1.242, 0.203, 0.349, 0.334, 0.323, 0.383, 0.251, 0.284, 0.332, 0.394, 0.384, -0.132, 0.465, 0.344, 0.308, 0.317, 0.363, 0.339, 0.251, -0.467, -0.873, -0.013, 0.400, -0.378, -0.691, 1.063, -0.516, -0.338, -0.444, -0.692, -0.669, 0.240, 0.435, 0.407, 0.406, 0.370, 0.390, 0.401, 0.483, 0.389, 0.449, 0.229], "energy_ev": -59298.854, "gap_ev": 6.9, "charge": 1, "de_lowest_ev": 2.758}



Record 2
{"formula": "C28H52BBeBr3F9K2N4O11PS", "method": "ωB97M-V/def2-TZVPD", "elements": ["C", "C", "S", "C", "N", "C", "C", "C", "C", "C", "F", "C", "P", "O", "N", "C", "C", "C", "O", "C", "C", "F", "F", "C", "F", "F", "H", "H", "H", "H", "H", "H", "H", "H", "H", "H", "H", "H", "H", "H", "H", "H", "H", "H", "H", "H", "H", "H", "H", "H", "H", "B", "F", "F", "F", "F", "N", "O", "O", "O", "O", "H", "H", "Be", "C", "O", "O", "O", "C", "C", "O", "H", "H", "H", "H", "H", "H", "K", "C", "Br", "Br", "Br", "H", "C", "C", "C", "C", "C", "C", "N", "O", "C", "C", "C", "H", "H", "H", "H", "H", "H", "H", "H", "H", "H", "H", "H", "H", "H", "H", "H", "H", "H", "K"], "positions_angstrom": [[6.1440, -0.7073, -1.0822], [6.1626, -2.1869, -0.6768], [4.4895, -2.8002, -0.3237], [3.5519, -2.3316, -1.8309], [2.1112, -2.4292, -1.5664], [1.6036, -1.6022, -0.7597], [0.1293, -1.9381, -0.5790], [-0.9169, -0.9489, -1.1452], [-0.4779, 0.5439, -1.0875], [-1.6409, 1.4219, -0.6687], [-2.0440, 1.0328, 0.6016], [0.0997, -3.4459, -1.0227], [-1.6920, -3.8433, -1.3968], [-2.5445, -3.8613, -0.1929], [0.7129, -4.3086, -0.0176], [0.0995, -4.2199, 1.3342], [0.7196, -5.7199, -0.4073], [2.0818, -6.3413, -0.7036], [-0.2481, -6.4012, -0.4560], [1.1632, -3.4096, -2.1383], [0.9345, -2.8768, -3.5551], [2.0895, -3.1584, -4.1815], [0.8366, -1.5420, -3.6135], [-0.1767, -3.5390, -4.4235], [0.4129, -3.7726, -5.5988], [-1.1380, -2.6146, -4.6422], [5.7692, -0.5714, -2.0955], [7.1301, -0.2554, -1.0322], [5.4669, -0.1901, -0.3999], [6.6876, -2.2763, 0.2715], [6.7022, -2.8049, -1.3862], [3.7675, -1.2895, -2.0152], [3.8688, -2.9204, -2.6793], [2.1427, -0.8219, -0.2625], [0.0055, -1.7716, 0.4946], [-1.2016, -1.1388, -2.1729], [-1.7768, -1.0296, -0.4852], [-0.0847, 0.8609, -2.0547], [0.3260, 0.7301, -0.3540], [-1.2179, 2.4159, -0.5385], [-2.4566, 1.4167, -1.3807], [-1.6752, -5.1336, -1.9790], [-2.2420, -2.9877, -2.3715], [-0.6960, -3.4914, 1.4282], [0.8856, -3.9131, 2.0303], [-0.2651, -5.1679, 1.7096], [2.4061, -6.1502, -1.7217], [1.9928, -7.4014, -0.5066], [2.7901, -5.9342, 0.0183], [1.7936, -4.2766, -2.3146], [-0.5854, -4.4672, -4.0401], [0.7364, -7.0463, -4.6677], [0.1815, -6.2447, -3.6270], [1.8399, -6.4109, -5.2004], [1.0740, -8.2813, -4.1823], [-0.2516, -7.1961, -5.7062], [3.8112, -0.6937, -4.8420], [3.9468, -1.6917, -5.5431], [4.1192, -0.7259, -3.6140], [3.3521, 0.3611, -5.3311], [0.8489, 3.7955, 0.2291], [1.6497, 4.1471, -0.1948], [0.3752, 4.6013, 0.5289], [-0.1372, 3.1619, 1.8942], [-5.1349, 1.5291, 0.0516], [-5.6552, 0.8593, 0.9395], [-4.5565, 2.6233, 0.2226], [-5.1058, 1.2170, -1.1595], [1.5510, 4.6149, -4.2848], [1.4454, 3.6676, -3.1040], [0.8655, 2.4343, -3.4816], [0.5643, 4.7996, -4.7097], [1.9904, 5.5696, -3.9855], [2.1644, 4.1792, -5.0697], [0.8121, 4.1024, -2.3254], [2.4431, 3.4725, -2.6764], [1.4437, 2.0533, -4.1721], [-1.0576, -5.8453, -6.9472], [0.6810, -3.1484, -11.0382], [-0.9551, -4.1118, -10.6464], [0.3751, -1.7493, -12.3218], [1.5331, -2.4843, -9.4399], [1.3609, -3.8540, -11.4915], [-2.3707, 5.8591, 5.2808], [-2.4557, 4.3430, 5.5666], [-3.9194, 3.8993, 5.5414], [-4.7051, 4.3433, 6.7736], [-3.9898, 3.9159, 8.0544], [-2.5289, 4.3657, 8.1082], [-1.7904, 4.0229, 6.8584], [-1.5282, 2.7570, 6.8721], [-2.4621, 5.8819, 8.3730], [-1.8612, 3.7474, 9.3347], [-1.7206, 3.6941, 4.3956], [-3.1751, 6.4310, 5.7361], [-1.4178, 6.2702, 5.6165], [-2.4456, 6.0557, 4.2109], [-3.9710, 2.8081, 5.4723], [-4.4048, 4.2844, 4.6413], [-4.8571, 5.4260, 6.7646], [-5.7016, 3.8999, 6.7474], [-4.5258, 4.3102, 8.9193], [-4.0436, 2.8258, 8.1346], [-1.4368, 6.2471, 8.3019], [-2.8187, 6.1032, 9.3781], [-3.0847, 6.4757, 7.7088], [-1.9249, 2.6610, 9.3419], [-2.3521, 4.0990, 10.2406], [-0.8090, 4.0298, 9.3932], [-0.6674, 3.9835, 4.3877], [-2.1631, 4.0106, 3.4486], [-1.7779, 2.6053, 4.4161], [2.6015, 2.5085, 1.8496]], "atomic_forces_ev_per_a": [[-0.2, -0.3, -0.2], [-0.1, 0.9, -0.2], [-0.3, -0.6, 0.4], [0.9, -0.4, 0.8], [2.0, 0.5, 0.5], [-2.7, -0.7, -0.8], [0.9, 0.8, 1.2], [0.6, 0.9, 0.1], [-0.1, -0.7, 0.1], [1.5, 0.3, -0.2], [-0.5, -0.3, 0.2], [-0.2, 0.8, -0.7], [-0.9, -1.7, 0.2], [0.2, 0.6, 0.6], [-1.2, 0.0, 0.6], [0.9, 0.4, 0.9], [1.9, -0.8, -0.9], [-0.4, 0.6, 1.1], [-1.4, 0.1, 0.2], [0.7, 0.8, -0.2], [0.4, -0.7, -0.7], [0.5, -0.2, 0.0], [-0.7, 0.5, 0.4], [0.4, 0.8, 0.3], [-0.3, -0.6, -1.1], [-0.6, 0.0, 0.1], [0.0, 0.0, 0.0], [0.2, 0.0, 0.1], [0.1, 0.2, 0.1], [-0.1, -0.2, 0.2], [-0.2, -0.1, -0.2], [-0.2, -0.2, -0.1], [-0.3, 0.0, -0.2], [0.4, 0.1, -0.1], [-0.2, -0.7, 0.2], [0.0, -0.2, -0.1], [-0.3, -0.3, -0.2], [0.0, 0.2, 0.0], [-0.2, -0.2, 0.0], [-0.4, 0.4, -0.3], [-0.3, 0.0, 0.1], [0.3, 0.4, -0.4], [0.6, 0.0, -0.3], [-0.3, -0.1, -0.3], [0.1, 0.0, 0.0], [-0.3, -0.2, -0.3], [0.1, -0.1, -0.1], [0.0, -0.2, -0.4], [0.3, 0.2, -0.3], [-0.7, -0.6, 0.3], [-0.1, 0.0, 0.2], [0.9, -0.8, 0.7], [-0.2, 0.2, -0.1], [-0.1, 0.5, -0.3], [-0.2, -0.1, 0.1], [1.3, -2.4, 2.5], [-0.4, 0.8, -0.8], [0.2, -0.3, 0.2], [0.3, 0.6, -0.8], [-0.1, 0.0, 0.4], [0.1, 0.7, 0.0], [0.0, 0.1, -0.6], [0.1, 0.1, -0.4], [-0.9, -0.5, 0.7], [1.6, 2.0, -2.6], [-1.3, -1.7, 2.3], [0.0, 0.2, 0.5], [-0.2, -0.5, -0.2], [-0.1, 0.1, 0.1], [0.2, 0.0, -0.3], [0.2, -0.3, -0.2], [0.0, 0.0, 0.1], [0.0, 0.0, -0.1], [0.2, 0.0, 0.0], [-0.1, -0.1, -0.1], [0.0, 0.2, 0.0], [-0.3, -0.1, 0.3], [-1.5, 2.9, -2.8], [0.2, 0.2, 0.1], [0.0, 0.0, 0.0], [0.0, -0.1, 0.1], [-0.2, -0.1, -0.1], [0.0, -0.1, 0.0], [-0.1, 0.2, 0.1], [-0.1, 1.7, -1.3], [-0.3, -0.3, 0.4], [0.1, 0.0, 0.0], [-0.3, -0.3, -0.5], [0.0, 1.6, 1.3], [-1.4, -1.9, 0.0], [0.9, -0.2, 0.0], [-0.1, 0.3, -0.3], [0.3, -0.6, -0.2], [0.2, -0.6, 0.3], [0.1, 0.0, 0.1], [0.0, 0.0, 0.1], [0.0, -0.2, 0.0], [0.1, 0.0, 0.0], [0.2, 0.1, -0.1], [0.0, 0.0, 0.0], [0.0, 0.0, 0.0], [0.2, 0.1, 0.1], [0.2, 0.0, 0.0], [0.0, 0.0, 0.0], [0.0, -0.2, 0.1], [0.1, 0.0, -0.1], [0.1, 0.0, -0.1], [-0.1, 0.1, -0.1], [0.0, 0.0, 0.0], [0.0, 0.0, 0.1], [-0.1, 0.2, 0.1], [0.1, 0.0, 0.1], [0.8, -0.4, 0.3]], "mulliken_charge": [-0.891, -0.368, -0.100, -1.250, 0.506, -0.903, -0.680, -0.716, -0.403, -0.755, -0.318, 1.046, 0.658, -0.860, 0.327, -0.880, 0.632, -1.320, -0.450, -0.565, 1.260, -0.324, -0.263, 0.141, -0.318, -0.325, 0.200, 0.431, 0.156, 0.386, 0.356, 0.735, 0.594, 0.714, 0.470, 0.492, 0.818, 0.248, -0.031, 0.312, 0.378, 0.010, 0.114, 0.333, 0.338, 0.365, 0.223, 0.451, 0.353, -0.541, 0.309, 0.256, -0.203, -0.372, -0.324, -0.504, 0.922, -0.650, -0.649, -0.683, -0.398, 0.294, 0.267, 0.298, 0.887, -0.177, -0.343, -0.346, -1.280, 0.142, -0.415, 0.303, 0.368, 0.363, 0.081, 0.213, 0.227, 1.070, -0.321, -0.074, -0.008, 0.028, 0.381, -1.912, 2.016, -1.258, -0.562, -1.259, 1.631, 0.441, -0.608, -1.695, -1.794, -2.207, 0.314, 0.363, 0.461, 0.404, 0.364, 0.310, 0.397, 0.391, 0.370, 0.374, 0.461, 0.288, 0.364, 0.426, 0.444, 0.435, 0.425, 0.532, 0.636], "energy_ev": -346784.852, "gap_ev": [3.3, 4.1], "charge": 1, "spin_multiplicity": 2}



> What is the formula in the second record?

C28H52BBeBr3F9K2N4O11PS



> What is the charge in the second record?

+1